--- 1 ---
Density functional theory data (ωB97M-V with the def2-TZVPD basis set) for 10 unconnected molecules or ions with the total composition C30H70N10O10.

Frontier orbital gap (eV): 9.521
E_HOMO (eV): -9.11

Element x y z (Å)
1 C 0.10739 -0.87968 0.10607
2 N 1.24955 0.00774 -0.18257
3 C 0.73284 1.25280 -0.72577
4 C 2.56316 -0.37205 -0.16636
5 O 3.51638 0.36109 -0.48040
6 H -0.79959 -0.36960 0.43056
7 H 0.39052 -1.62107 0.85324
8 H -0.20057 -1.47257 -0.75518
9 H 0.20322 1.14015 -1.67177
10 H 0.06168 1.67956 0.01956
11 H 1.58585 1.90619 -0.90895
12 H 2.71847 -1.34864 0.31775
13 C 5.86353 -10.14244 4.32873
14 N 5.09255 -8.88299 4.16745
15 C 5.34069 -7.95028 5.23578
16 C 4.23266 -8.77647 3.16829
17 O 3.50720 -7.78086 2.98655
18 H 5.76018 -10.93057 3.58289
19 H 5.62596 -10.63127 5.27356
20 H 6.89245 -9.79819 4.43310
21 H 6.37705 -7.64868 5.08383
22 H 4.73743 -7.04449 5.17483
23 H 5.31215 -8.35335 6.24812
24 H 4.15304 -9.67021 2.53024
25 C 4.89437 3.14048 5.73852
26 N 4.65085 3.48363 7.11875
27 C 5.80403 3.57433 8.02166
28 C 3.44833 3.91587 7.55889
29 O 2.40927 3.93871 6.88006
30 H 5.43316 2.19390 5.69625
31 H 5.48603 3.92760 5.27111
32 H 3.95059 3.03336 5.20382
33 H 6.31652 4.52838 7.89815
34 H 5.56687 3.68065 9.08022
35 H 6.42145 2.70448 7.79749
36 H 3.59515 4.33257 8.56735
37 C 1.19596 8.24605 0.59216
38 N 0.04776 8.82656 -0.10515
39 C -1.26604 8.27712 0.19125
40 C 0.26635 9.49108 -1.26686
41 O 1.39903 9.66802 -1.75965
42 H 0.83485 8.16903 1.61772
43 H 2.11474 8.82607 0.67889
44 H 1.50267 7.27977 0.19173
45 H -1.43315 7.24871 -0.12897
46 H -1.43388 8.37832 1.26349
47 H -2.09707 8.89208 -0.15416
48 H -0.59176 9.86807 -1.84455
49 C -9.79317 1.29938 -0.51188
50 N -9.65198 2.49780 0.28653
51 C -10.82656 3.12365 0.81939
52 C -8.46263 2.96946 0.53971
53 O -8.23546 4.08532 1.02901
54 H -8.97750 0.89119 -1.10868
55 H -10.69147 1.35556 -1.12670
56 H -9.97770 0.55182 0.25961
57 H -10.58660 4.09845 1.24400
58 H -11.60667 3.27192 0.07270
59 H -11.19419 2.37040 1.51622
60 H -7.71528 2.22122 0.23344
61 C 14.02675 -2.50785 -1.90629
62 N 13.13919 -3.48468 -1.11476
63 C 13.83388 -4.56458 -0.33515
64 C 11.79485 -3.36556 -1.18044
65 O 11.04346 -4.28716 -0.79268
66 H 14.49546 -1.77231 -1.25255
67 H 13.38722 -2.00728 -2.63328
68 H 14.83408 -3.02295 -2.42687
69 H 13.16742 -5.39660 -0.10787
70 H 14.70021 -4.98301 -0.84749
71 H 14.07078 -4.18639 0.65931
72 H 11.43985 -2.45181 -1.68167
73 C -1.15895 8.11977 -9.14874
74 N -0.46898 6.88353 -9.28579
75 C 0.24200 6.54235 -8.10363
76 C -0.40251 6.24083 -10.51377
77 O 0.15031 5.17062 -10.74483
78 H -0.51713 9.00068 -9.13617
79 H -1.86954 8.18665 -8.32491
80 H -1.82127 8.22642 -10.00784
81 H -0.42737 6.43229 -7.25045
82 H 0.77990 5.61078 -8.27953
83 H 1.02975 7.28173 -7.95908
84 H -0.93432 6.84679 -11.26356
85 C -4.20819 -7.85182 -0.39430
86 N -5.68188 -7.73592 -0.51003
87 C -6.18236 -6.35289 -0.46516
88 C -6.51651 -8.78737 -0.32525
89 O -7.71792 -8.62247 -0.07052
90 H -3.76167 -7.13028 0.28988
91 H -3.64690 -7.83496 -1.32851
92 H -3.88400 -8.82264 -0.01945
93 H -5.83761 -5.72613 -1.28761
94 H -7.25657 -6.25756 -0.62359
95 H -5.98333 -5.78166 0.44159
96 H -5.98967 -9.74090 -0.48474
97 C -1.38829 -4.89868 6.99759
98 N -2.13880 -3.70037 6.81029
99 C -1.31645 -2.41000 6.87699
100 C -3.46626 -3.69582 6.59302
101 O -4.17378 -2.69991 6.36677
102 H -0.99166 -4.91131 8.01279
103 H -0.51024 -4.87967 6.35202
104 H -2.02648 -5.76110 6.80510
105 H -0.95783 -2.51243 7.90120
106 H -0.56412 -2.48914 6.09222
107 H -1.86978 -1.47607 6.97553
108 H -3.84501 -4.72567 6.50259
109 C -7.03204 3.03659 -8.47726
110 N -6.52145 2.08501 -7.47221
111 C -7.13062 0.78097 -7.39798
112 C -5.68583 2.58441 -6.49568
113 O -5.47440 2.02490 -5.41408
114 H -6.76795 4.08555 -8.34296
115 H -8.12072 3.02374 -8.42523
116 H -6.58455 2.84216 -9.45196
117 H -7.17083 0.27646 -8.36336
118 H -6.58620 0.08030 -6.76490
119 H -8.10570 0.87115 -6.91925
120 H -5.26066 3.56603 -6.75618

Atom charges from the Löwdin analysis, given in e for atoms 1 to 99: -0.07 -0.19 -0.06 -0.31 -0.02 0.08 0.08 0.08 0.09 0.09 0.08 0.13 -0.05 -0.19 -0.05 -0.34 -0.03 0.09 0.08 0.08 0.09 0.09 0.09 0.13 -0.05 -0.21 -0.06 -0.33 -0.01 0.09 0.09 0.09 0.09 0.08 0.09 0.13 -0.05 -0.19 -0.07 -0.32 -0.03 0.08 0.09 0.09 0.09 0.08 0.09 0.13 -0.05 -0.22 -0.03 -0.36 -0.02 0.09 0.09 0.09 0.09 0.09 0.10 0.14 -0.03 -0.17 -0.03 -0.33 -0.03 0.08 0.07 0.08 0.08 0.08 0.08 0.13 -0.10 -0.22 -0.06 -0.30 0.01 0.09 0.09 0.08 0.09 0.09 0.10 0.13 -0.06 -0.17 -0.06 -0.32 -0.01 0.09 0.08 0.08 0.08 0.08 0.09 0.13 -0.08 -0.20 0.01

---

--- 2 ---
Density functional theory data (ωB97M-V with the def2-TZVPD basis set) for 10 unconnected molecules or ions with the total composition C30H70N10O10.

Frontier orbital gap (eV): 9.154
E_HOMO (eV): -9.22

Element x y z (Å)
1 C -2.20597 2.41542 3.03382
2 N -2.95632 3.36564 3.79254
3 C -2.60355 4.21755 4.81105
4 C -1.38027 3.81821 5.66044
5 O -3.28360 5.17414 5.13666
6 H -2.99563 1.96726 2.43075
7 H -1.81910 1.59641 3.64016
8 H -1.44772 2.91597 2.43166
9 H -3.80832 3.72207 3.38367
10 H -1.72769 4.12277 6.64768
11 H -0.47596 4.33116 5.33301
12 H -1.14043 2.75826 5.57630
13 C 3.01696 -3.71088 -0.36688
14 N 2.88944 -4.88587 0.46076
15 C 3.34406 -6.11244 0.13403
16 C 3.11644 -7.11892 1.13737
17 O 3.94724 -6.42868 -0.88162
18 H 2.34305 -2.89127 -0.11754
19 H 2.68199 -4.04364 -1.34931
20 H 4.03893 -3.33320 -0.33443
21 H 2.27614 -4.82815 1.26115
22 H 2.17760 -7.54136 0.77927
23 H 3.03396 -6.75556 2.16170
24 H 3.82943 -7.93293 1.00649
25 C 0.90589 4.91640 2.48192
26 N 1.45119 5.98563 3.25836
27 C 2.23804 5.81192 4.31605
28 C 2.62655 7.03662 5.15078
29 O 2.66469 4.70993 4.62095
30 H 1.26285 4.93031 1.45212
31 H -0.18285 4.92014 2.53413
32 H 1.22481 3.93464 2.83199
33 H 1.25828 6.92401 2.93848
34 H 2.07407 7.91639 4.82082
35 H 3.67896 7.31717 5.10809
36 H 2.32688 6.79290 6.17005
37 C 4.42155 2.11041 2.00758
38 N 4.31721 0.78092 2.47982
39 C 3.74024 -0.22166 1.86210
40 C 3.56354 -1.49307 2.64366
41 O 3.15596 -0.17572 0.80603
42 H 3.66962 2.80529 2.38154
43 H 4.41009 2.23156 0.92440
44 H 5.38923 2.54796 2.25303
45 H 4.74825 0.56408 3.36711
46 H 2.53001 -1.83796 2.61249
47 H 3.79357 -1.38473 3.70359
48 H 4.21295 -2.26657 2.23371
49 C -2.06321 -2.98462 -4.26517
50 N -1.28696 -4.17484 -3.89584
51 C -0.23916 -4.12656 -3.03586
52 C 0.57520 -5.37747 -2.79738
53 O 0.02439 -3.05854 -2.45779
54 H -3.09525 -3.27428 -4.46290
55 H -1.74228 -2.49771 -5.18605
56 H -2.05724 -2.26468 -3.44679
57 H -1.73718 -5.01996 -4.21705
58 H 1.53087 -5.28610 -3.31358
59 H 0.02952 -6.30701 -2.95949
60 H 0.63190 -5.37209 -1.70887
61 C -2.92761 -3.30260 -0.82443
62 N -3.46666 -4.00405 0.34749
63 C -3.89744 -5.27349 0.47160
64 C -4.11141 -5.74710 1.87482
65 O -4.11542 -6.01755 -0.46982
66 H -2.98075 -3.89665 -1.73679
67 H -1.86865 -3.07514 -0.70208
68 H -3.42371 -2.37846 -1.12100
69 H -3.29571 -3.66246 1.28247
70 H -4.32109 -4.99196 2.63238
71 H -3.20144 -6.21214 2.25403
72 H -4.92363 -6.47356 1.84942
73 C -0.58298 2.99348 -3.85605
74 N 0.69296 3.44246 -3.39826
75 C 0.88934 4.43897 -2.60943
76 C -0.23013 5.48838 -2.32672
77 O 2.02919 4.53388 -2.10359
78 H -1.06661 2.25753 -3.21372
79 H -0.38226 2.55763 -4.83475
80 H -1.30671 3.80707 -3.80722
81 H 1.48198 2.82570 -3.52915
82 H -0.31176 6.39029 -2.93334
83 H -0.16681 5.80114 -1.28447
84 H -1.21883 5.04225 -2.21936
85 C -0.39130 -1.03009 0.79341
86 N 0.42803 0.11312 0.54252
87 C -0.06705 1.36713 0.30355
88 C 0.96405 2.39717 0.02436
89 O -1.28963 1.61646 0.31787
90 H -1.41427 -0.69319 0.96113
91 H -0.06991 -1.58328 1.67590
92 H -0.29742 -1.76309 -0.00785
93 H 1.42234 -0.06397 0.53305
94 H 0.40896 3.31318 -0.17785
95 H 1.38526 2.12788 -0.94423
96 H 1.63098 2.46529 0.88382
97 C 0.52877 -0.87795 -5.76206
98 N 1.03098 -1.05020 -4.43743
99 C 1.86890 -0.21416 -3.79667
100 C 2.26393 -0.64504 -2.40811
101 O 2.31293 0.80633 -4.32967
102 H -0.43840 -0.37582 -5.73883
103 H 0.43666 -1.84103 -6.26415
104 H 1.14419 -0.18209 -6.33228
105 H 0.66725 -1.75962 -3.81733
106 H 1.43471 -0.80769 -1.71961
107 H 2.85255 0.16737 -1.98193
108 H 2.85129 -1.56320 -2.39928
109 C -2.91798 0.39093 -2.65065
110 N -3.41215 0.64025 -1.29209
111 C -4.66308 0.34305 -0.87496
112 C -4.93200 0.46987 0.62155
113 O -5.56371 0.00911 -1.65475
114 H -1.84231 0.40832 -2.82593
115 H -3.28952 1.23001 -3.23888
116 H -3.42457 -0.50843 -3.00082
117 H -2.86740 1.08051 -0.56442
118 H -5.23035 1.48095 0.89868
119 H -3.97448 0.28098 1.10691
120 H -5.74264 -0.22689 0.83481

Atom charges from the Löwdin analysis, given in e for atoms 1 to 99: -0.09 0.00 -0.54 0.01 0.03 0.07 0.09 0.06 0.13 0.08 0.07 0.07 -0.07 0.01 -0.62 -0.02 0.05 0.07 0.07 0.09 0.13 0.10 0.09 0.10 -0.08 0.01 -0.57 0.01 0.02 0.08 0.08 0.07 0.14 0.07 0.08 0.08 -0.06 0.04 -0.56 0.01 0.02 0.08 0.10 0.09 0.15 0.08 0.08 0.08 -0.06 0.03 -0.52 0.02 -0.03 0.09 0.07 0.06 0.14 0.10 0.08 0.08 -0.04 0.03 -0.58 -0.01 0.04 0.07 0.05 0.07 0.12 0.08 0.09 0.09 -0.06 0.03 -0.56 0.01 -0.02 0.05 0.09 0.08 0.12 0.08 0.07 0.06 -0.07 0.03 -0.48 0.02 -0.03 0.08 0.08 0.06 0.06 0.08 0.09 0.08 -0.08 0.02 -0.53

---

Which structure is the least stable? The one labeled 1.